No. 1
This record from the Open Molecules 2025 dataset describes C17H49N6O8P2S2Si2TeY as an isolated structure at a distorted geometry. The level of theory is wB97M-V/def2-TZVPD.

Calculated values
- HOMO-LUMO gap (eV) = 8.3
- highest occupied orbital energy (eV) = -8.171
- ΔE to the lowest compared entry with this formula, charge and spin (kJ/mol) = 199.5
- calculated total energy (Eh) = -3972.45239

Geometry (Å):
Te  -0.6967  -0.4727  -2.2589
Y  0.0557  1.3192  -0.1542
S  2.8913  0.9304  -1.3428
S  2.0011  2.6619  -1.6040
P  -0.1406  -0.0661  2.6463
P  2.7733  0.5326  1.4064
Si  -3.9039  -0.9081  -1.7601
Si  0.8081  -0.9561  -5.1332
O  1.3225  -0.0509  3.0069
O  1.6523  1.4963  1.0966
O  -3.3699  3.6392  -0.6681
O  -1.6144  2.2430  -0.8095
O  3.7250  0.9689  0.0099
O  1.8402  -0.0878  -1.1137
O  3.8132  0.6233  -2.3899
O  -0.5709  -0.1630  1.1867
N  -0.8150  1.3751  3.2139
N  3.9024  1.0499  2.4963
N  -0.7804  -1.4267  3.3705
N  -1.5820  3.9692  0.6718
N  -0.2040  3.7152  0.8515
N  2.9696  -1.0944  1.2285
C  -4.0221  0.0729  -0.1589
C  -0.3556  1.8493  4.5147
C  -3.2880  -2.6532  -1.3406
C  -2.2585  3.2659  -0.3521
C  -2.6895  -0.0624  -2.9475
C  -5.5834  -1.0440  -2.6114
C  -2.0371  -2.0126  2.9384
C  4.3497  -1.5738  1.1491
C  2.0107  -2.0881  -4.2296
C  0.2531  0.4387  -3.9624
C  1.9811  -2.1529  1.1946
C  -0.3539  -1.8056  4.7058
C  1.6111  -0.2161  -6.6726
C  4.2344  2.4731  2.4686
C  -0.7244  -1.9469  -5.6499
C  -2.2608  1.5239  3.0555
C  3.9885  0.4622  3.8242
H  1.5282  -2.5301  -3.3556
H  1.9303  -2.6841  2.1505
H  -2.5283  2.5772  3.1500
H  -2.9361  -3.1755  -2.2329
H  4.1135  2.8644  1.4615
H  2.3786  -2.8959  -4.8646
H  -0.8911  1.3671  5.3427
H  -1.0882  -1.5248  5.4712
H  -1.2777  -2.2680  -4.7659
H  -0.4724  1.1197  -4.4034
H  -2.5720  1.1851  2.0691
H  -0.4416  -2.8376  -6.2144
H  -0.5290  2.9260  4.5862
H  0.5946  -1.3208  4.9286
H  0.3767  4.3948  0.3720
H  -0.2185  -2.8901  4.7562
H  4.6513  -2.0640  2.0806
H  4.4387  -2.2928  0.3313
H  0.0222  3.7211  1.8374
H  -5.9631  -0.0580  -2.8871
H  -4.0726  -3.2573  -0.8803
H  0.7098  1.6525  4.6177
H  -2.7966  -0.4170  -3.9720
H  -1.9476  -3.1029  2.9362
H  -1.3963  -1.3569  -6.2778
H  3.6020  -0.5532  3.8048
H  3.4084  1.0349  4.5554
H  5.0267  -0.7515  0.9441
H  2.8655  -1.5141  -3.8730
H  -1.9013  4.9183  0.7837
H  2.2644  -2.8571  0.4102
H  -2.4514  -2.6005  -0.6392
H  3.6026  3.0472  3.1560
H  -2.8319  1.0188  -2.9225
H  -3.0758  -0.0187  0.3775
H  5.2775  2.5962  2.7658
H  0.9986  -1.7695  0.9552
H  1.0993  1.0194  -3.6040
H  -5.5188  -1.6455  -3.5202
H  2.4981  0.3628  -6.4072
H  -6.3160  -1.5115  -1.9497
H  -4.8235  -0.2928  0.4867
H  -4.1922  1.1338  -0.3574
H  5.0345  0.4516  4.1396
H  1.9195  -1.0095  -7.3570
H  -2.8180  0.9605  3.8159
H  -2.2711  -1.6814  1.9296
H  0.9252  0.4419  -7.2094
H  -2.8676  -1.7412  3.6011

No. 2
This record from the Open Molecules 2025 dataset describes C17H49O8Zr as an isolated structure at a distorted geometry. The level of theory is wB97M-V/def2-TZVPD.

Calculated values
- HOMO-LUMO gap (eV) = 1.7
- total charge = +3
- highest occupied orbital energy (eV) = -16.200
- ΔE to the lowest compared entry with this formula, charge and spin (kJ/mol) = 126.3
- calculated total energy (Eh) = -1324.76647

Geometry (Å):
Zr  1.8652  -1.8501  3.3952
O  -5.3333  2.1611  -1.2047
O  -1.1491  -3.8510  -1.5462
O  3.7523  -1.2029  2.4845
O  0.0478  -2.4238  4.5037
O  0.5228  -1.1152  1.9079
O  1.0059  -3.1087  -3.2647
O  2.8944  3.1745  -2.9283
O  0.5497  5.0235  3.4560
C  0.8204  6.2699  1.3738
C  -0.3830  -3.8337  4.8465
C  3.8589  -0.6645  1.0591
C  -1.6268  -0.7029  0.7963
C  1.6532  -1.0221  -2.2268
C  -4.9363  0.8881  -1.6080
C  -1.4868  -4.2557  3.9017
C  4.5585  -1.7074  0.2285
C  -0.3467  -0.1237  1.3580
C  2.0719  -2.1896  -3.1352
C  -2.0431  -2.9560  -2.1686
C  -3.5683  0.9497  -2.2514
C  1.0937  4.9854  2.1385
C  -3.3909  -3.1039  -1.5165
C  0.2783  0.9295  0.4562
C  1.9273  3.2996  -1.9049
C  0.6298  3.9164  -2.4148
H  -0.3831  1.7954  0.5180
H  4.7037  -1.3252  2.6864
H  -4.1437  -2.4012  -1.8600
H  3.9911  -2.6356  0.1274
H  2.3256  3.9760  -1.1457
H  -0.6223  -1.8689  4.9437
H  -1.0100  -4.6035  2.9828
H  -2.8325  1.5201  -1.6848
H  4.5583  -1.3813  -0.8190
H  -2.1841  -3.4436  3.6958
H  0.4158  -2.7649  -3.9486
H  -4.8970  0.1961  -0.7427
H  2.5044  -1.8835  -4.0868
H  -0.2190  6.5654  1.2835
H  -3.7342  -4.1286  -1.6748
H  -0.7261  -3.7481  5.8796
H  2.1820  4.8717  2.1824
H  1.3277  6.1596  0.4096
H  0.6470  4.1344  1.6107
H  -5.9322  2.0880  -0.4512
H  -0.2455  -3.7771  -1.9072
H  -1.6077  -1.9439  -2.1656
H  1.2681  1.3037  0.7265
H  -3.1444  -0.0337  -2.4840
H  -2.1324  -1.3990  1.4671
H  0.3332  0.6297  -0.5914
H  0.2563  3.4412  -3.3244
H  -2.3509  0.0931  0.6137
H  2.8908  -0.4308  0.6186
H  -2.0925  -5.0729  4.2910
H  5.6097  -1.8358  0.4878
H  1.7118  2.3525  -1.3908
H  2.6251  2.4340  -3.4850
H  0.8091  4.9562  -2.6823
H  1.9444  -1.2406  -1.1875
H  -2.1058  -3.1980  -3.2397
H  -0.0128  4.2556  3.5752
H  2.1167  -0.0556  -2.4300
H  -5.6052  0.3342  -2.2897
H  0.5002  -4.4744  4.8300
H  4.3924  0.2803  1.1533
H  1.3979  7.0804  1.8251
H  -0.6356  0.4681  2.2421
H  2.8923  -2.7039  -2.6326
H  0.5646  -0.9777  -2.1771
H  -0.1321  3.8150  -1.6377
H  -3.6652  1.3695  -3.2582
H  -1.5086  -1.2115  -0.1634
H  -3.3110  -3.0676  -0.4256

No. 3
This record from the Open Molecules 2025 dataset describes a 14-piece molecular cluster, C17H4Cl52F4NO2 overall at a distorted geometry. The level of theory is wB97M-V/def2-TZVPD.

Calculated values
- HOMO-LUMO gap (eV) = 5.7
- total charge = -1
- highest occupied orbital energy (eV) = -4.799
- calculated total energy (Eh) = -25184.75815

Geometry (Å):
Cl  5.1539  0.8182  -4.5155
Cl  -1.6105  -3.2479  2.1393
Cl  -3.6457  -7.1050  -8.1689
Cl  7.0826  -3.0253  -8.1144
Cl  -6.4817  -7.0225  -8.7467
Cl  0.9438  -6.8130  -8.1867
Cl  4.5599  1.5246  -7.2595
Cl  3.2917  2.9577  -5.0898
Cl  1.6423  -1.1641  5.9594
Cl  0.2586  3.3478  -0.0583
Cl  0.9844  -3.8567  -2.8800
Cl  -7.2507  -1.8578  3.4750
Cl  2.7780  1.1777  10.5870
Cl  -3.2924  0.9575  6.2006
Cl  0.9137  0.5862  -0.6072
Cl  -2.2145  -4.1882  -0.5307
Cl  -4.3468  3.9373  7.2201
Cl  4.0028  3.3738  12.0174
Cl  -2.8658  -1.7720  7.0483
Cl  3.4029  -5.3897  -3.2984
Cl  0.2791  -4.9334  0.7384
Cl  3.4552  -2.5026  -3.5227
Cl  -0.6381  -8.9482  -7.0357
Cl  -5.2248  -4.8327  -7.3318
Cl  -4.8053  -0.1154  8.4199
Cl  2.4934  2.7173  -1.7840
Cl  4.5925  2.9628  9.2151
Cl  -0.1370  1.1154  5.8863
Cl  5.6067  1.1090  11.1924
Cl  -8.4498  -4.0572  2.0253
Cl  -6.7753  5.4869  7.5683
Cl  -4.2545  6.7944  6.9658
Cl  5.0141  -0.4641  -10.2002
Cl  2.6530  2.1847  1.0583
Cl  2.0711  0.9714  4.0483
Cl  7.3602  -5.3355  -6.3912
Cl  -6.6181  -2.2637  0.6821
Cl  2.5546  0.2161  -5.6343
Cl  1.0831  -7.3462  -5.3478
Cl  3.7557  -2.6609  -11.5989
Cl  2.5655  1.4301  6.8634
Cl  -1.3103  -6.1895  -6.4849
Cl  -5.5794  5.2113  4.9448
Cl  6.5942  -2.7301  -11.0519
Cl  5.1083  -5.1376  -8.2007
Cl  2.1026  -4.0893  -5.5349
Cl  5.2689  -3.3987  -5.8955
Cl  5.5438  -0.8795  -13.0157
Cl  -5.6291  -4.1144  2.6728
Cl  -4.6665  -5.2503  -10.1402
Cl  -0.1465  -2.2047  -0.1253
Cl  -5.3297  -1.0337  5.7215
F  0.6687  6.7129  3.9910
F  -1.2881  5.0482  1.4767
F  0.9367  5.1018  1.8483
F  -0.1953  6.9301  1.3242
O  -1.7661  4.0678  4.1102
O  0.1239  4.3153  5.1494
N  -1.6604  7.0159  3.5462
C  6.2059  -4.2235  -7.1490
C  1.5793  2.2113  -0.3480
C  -0.9230  -3.6430  0.5564
C  -5.0044  -6.0535  -8.5970
C  4.2441  2.1559  10.7516
C  0.0201  -7.3237  -6.7621
C  -6.9868  -3.0732  2.2137
C  -0.2424  5.7345  2.0281
C  3.8896  1.3789  -5.6235
C  -0.7520  4.7594  4.3195
C  -4.0725  -0.4886  6.8477
C  -1.8455  7.7235  4.8335
C  -5.2441  5.3563  6.6772
C  5.2276  -1.6834  -11.4672
C  1.5349  0.5915  5.6914
C  2.4855  -3.9602  -3.8097
C  -0.5090  6.1283  3.5568
H  -2.4627  6.3796  3.4578
H  -2.3425  8.7069  4.5895
H  -2.5606  7.1997  5.5226
H  -0.9050  7.9809  5.3667

no.,E_LUMO (eV)
1,0.17
2,-14.53
3,0.95